1.
DFT (wB97M-V/def2-TZVPD) results for a cluster of 9 separate species, C20H56N2O10 in total at a distorted geometry.

```
88
C20H56N2O10 wB97M-V/def2-TZVPD
C 0.259 1.154 -3.334
C 0.003 1.205 -1.858
C -0.698 2.394 -1.266
N 0.325 0.259 -1.050
N 1.550 -0.431 -1.446
C 1.251 -1.743 -1.981
O 0.358 -2.436 -1.613
O 2.091 -2.083 -2.984
H 1.137 1.733 -3.638
H 0.406 0.138 -3.699
H -0.592 1.565 -3.876
H 0.081 2.926 -0.719
H -1.189 2.999 -2.023
H -1.403 2.029 -0.517
H 2.023 -0.582 -0.560
H 2.251 -1.266 -3.478
C 3.573 -5.125 -3.890
C 4.783 -5.629 -4.654
O 5.937 -4.827 -4.406
H 3.354 -4.093 -4.158
H 2.694 -5.736 -4.099
H 3.760 -5.145 -2.814
H 4.604 -5.590 -5.728
H 5.004 -6.667 -4.382
H 6.119 -4.860 -3.463
C -0.912 4.477 2.698
C -2.344 4.041 2.443
O -2.374 2.822 1.719
H -0.380 4.587 1.752
H -0.871 5.425 3.240
H -0.391 3.720 3.282
H -2.880 4.779 1.846
H -2.876 3.921 3.396
H -1.891 2.158 2.234
C 3.040 1.891 2.488
C 1.907 2.773 1.997
O 1.796 2.735 0.579
H 3.987 2.207 2.048
H 3.128 1.929 3.575
H 2.874 0.852 2.192
H 2.081 3.812 2.278
H 0.960 2.450 2.433
H 1.620 1.820 0.324
C -3.198 1.855 -7.588
C -1.706 1.731 -7.341
O -1.446 1.038 -6.124
H -3.674 2.384 -6.762
H -3.401 2.394 -8.515
H -3.659 0.866 -7.652
H -1.249 2.716 -7.258
H -1.221 1.204 -8.166
H -1.841 0.160 -6.193
C 0.097 -0.191 4.946
C -1.123 0.587 4.493
O -1.273 0.514 3.068
H 0.996 0.194 4.465
H 0.222 -0.130 6.022
H 0.005 -1.244 4.666
H -1.024 1.642 4.751
H -2.026 0.199 4.970
H -1.373 -0.411 2.825
C 3.257 0.279 8.941
C 3.322 -0.487 7.633
O 2.499 0.108 6.631
H 2.229 0.326 9.302
H 3.876 -0.193 9.705
H 3.602 1.307 8.804
H 2.959 -1.505 7.766
H 4.354 -0.535 7.271
H 2.814 1.007 6.490
C -4.721 -1.921 7.677
C -3.407 -2.244 6.992
O -2.405 -1.274 7.289
H -5.075 -0.935 7.374
H -5.485 -2.659 7.430
H -4.596 -1.904 8.763
H -3.530 -2.242 5.909
H -3.053 -3.234 7.296
H -2.273 -1.271 8.242
C -2.716 -1.341 -10.031
C -1.881 -1.575 -8.786
O -2.668 -2.105 -7.721
H -3.541 -0.662 -9.811
H -2.115 -0.914 -10.834
H -3.151 -2.278 -10.385
H -1.463 -0.642 -8.426
H -1.052 -2.257 -9.002
H -3.039 -2.943 -8.011
```

Properties
Max |F| in eV/Å: 2.0
HOMO energy in eV: -9.0
Molecular weight in g mol⁻¹: 484.672
Structure (SMILES): CC(C)=NNC(=O)O.CCO.CCO.CCO.CCO.CCO.CCO.CCO.CCO
LUMO level in eV: 0.6
E_tot in Eh: -1657.3932

=====

2.
DFT (wB97M-V/def2-TZVPD) results for a structure of composition C14H33HgNO7 at a distorted geometry.

```
56
C14H33HgNO7 wB97M-V/def2-TZVPD
Hg 0.691 -0.098 -0.416
C -1.570 -3.003 -2.551
C -0.744 -1.962 -1.781
O 0.466 -1.806 -2.073
O -1.189 -1.477 -0.712
H -0.948 -3.770 -3.013
H -2.280 -2.590 -3.268
H -2.272 -3.474 -1.863
C 4.046 1.165 -2.644
C 2.939 1.020 -1.560
O 1.815 1.572 -1.705
O 3.134 0.447 -0.460
H 3.626 0.740 -3.555
H 4.875 0.518 -2.356
H 4.276 2.228 -2.717
C -3.407 1.395 -1.796
C -1.884 1.515 -2.100
C -1.597 2.800 -2.924
O -1.222 1.433 -0.866
H -3.956 1.323 -2.735
H -3.894 2.231 -1.294
H -3.574 0.584 -1.087
H -1.705 0.641 -2.726
H -2.072 2.756 -3.904
H -0.516 2.810 -3.066
H -1.877 3.757 -2.484
H -1.373 2.250 -0.384
C 3.039 -2.459 2.094
C 2.380 -2.686 0.768
C 2.212 -4.162 0.419
O 1.184 -2.054 0.774
H 3.439 -1.449 2.184
H 3.889 -3.109 2.302
H 2.312 -2.669 2.879
H 2.868 -2.166 -0.056
H 1.697 -4.795 1.143
H 3.198 -4.588 0.237
H 1.669 -4.243 -0.523
H 0.509 -2.611 1.171
C 0.143 1.723 3.845
C -0.095 0.670 2.698
C -1.584 0.694 2.248
O -1.997 2.093 2.005
C -3.426 2.141 1.785
N 0.828 1.102 1.613
H 1.091 1.535 4.349
H -0.605 1.576 4.625
H 0.130 2.722 3.410
H 0.190 -0.298 3.111
H -2.180 0.296 3.069
H -1.816 0.068 1.387
H -3.805 1.236 1.311
H -3.564 2.892 1.006
H -3.990 2.382 2.686
H 0.763 2.095 1.436
H 1.732 1.058 2.063
```

Properties
Max |F| in eV/Å: 3.2
HOMO energy in eV: -8.5
Molecular weight in g mol⁻¹: 528.008
LUMO level in eV: 0.5
E_tot in Eh: -1288.0576

=====

3.
DFT (wB97M-V/def2-TZVPD) results for a structure of composition C20H55FN6O5P2Si2 at a distorted geometry.

```
91
C20H55FN6O5P2Si2 wB97M-V/def2-TZVPD
C 6.294 0.206 1.488
C 5.739 -1.259 2.032
C 6.570 -1.629 3.397
C 5.778 -2.432 0.869
C 7.315 -2.595 0.250
C 5.195 -3.831 1.528
O 4.092 -4.442 0.723
Si 2.913 -4.922 1.980
O 2.003 -3.459 2.363
Si 0.543 -3.388 1.379
C 0.222 -1.677 0.544
C 0.090 -0.436 1.641
O -0.565 0.697 1.370
F 0.685 -0.566 3.002
H 6.216 0.166 0.298
H 7.397 0.329 1.863
H 5.647 1.085 1.941
H 4.589 -1.108 2.318
H 7.022 -2.734 3.397
H 7.373 -0.821 3.715
H 5.767 -1.636 4.280
H 5.095 -2.064 -0.037
H 7.305 -2.155 -0.838
H 7.706 -3.698 0.284
H 8.054 -1.927 0.887
H 4.688 -3.508 2.558
H 6.068 -4.582 1.742
H 2.095 -6.065 1.599
H 3.679 -5.340 3.175
H -0.564 -3.815 2.240
H 0.703 -4.368 0.304
H 1.011 -1.382 -0.282
H -0.822 -1.766 -0.013
O -0.993 -2.594 -2.513
P -1.217 -1.787 -3.816
N -2.494 -2.847 -4.272
C -2.848 -3.341 -5.593
C -3.695 -2.756 -3.435
N 0.249 -2.382 -4.518
C 0.329 -3.186 -5.728
C 1.309 -2.828 -3.606
N -1.474 -0.860 -5.313
C -0.389 0.123 -5.566
C -2.702 -0.035 -5.277
H -3.275 -2.574 -6.245
H -3.591 -4.146 -5.528
H -2.016 -3.804 -6.115
H -4.263 -1.846 -3.640
H -3.440 -2.748 -2.371
H -4.364 -3.612 -3.577
H 0.012 -4.218 -5.548
H 1.358 -3.218 -6.110
H -0.248 -2.755 -6.550
H 1.099 -3.824 -3.205
H 1.428 -2.128 -2.773
H 2.283 -2.864 -4.107
H -0.279 0.815 -4.726
H -0.593 0.703 -6.475
H 0.582 -0.347 -5.740
H -2.728 0.599 -4.384
H -3.610 -0.638 -5.291
H -2.776 0.606 -6.164
O -2.804 5.904 1.096
P -2.721 5.102 2.418
N -3.598 3.804 1.705
C -4.601 2.937 2.304
C -2.875 3.079 0.655
N -3.855 6.146 3.205
C -5.149 5.733 3.724
C -3.987 7.516 2.694
N -2.625 4.180 3.938
C -2.126 5.002 5.071
C -1.671 3.051 3.869
H -4.190 2.235 3.034
H -5.108 2.334 1.540
H -5.412 3.483 2.777
H -2.096 2.437 1.070
H -2.393 3.768 -0.045
H -3.542 2.455 0.049
H -5.874 5.573 2.920
H -5.564 6.497 4.395
H -5.079 4.838 4.347
H -4.593 7.547 1.782
H -3.004 7.950 2.481
H -4.453 8.178 3.431
H -1.146 5.432 4.845
H -2.044 4.399 5.983
H -2.798 5.823 5.331
H -0.687 3.384 3.520
H -2.013 2.255 3.207
H -1.551 2.571 4.848
```

Properties
Max |F| in eV/Å: 9.5
HOMO energy in eV: -7.8
Molecular weight in g mol⁻¹: 596.815
LUMO level in eV: -1.3
E_tot in Eh: -2861.0451

=====

4.
DFT (wB97M-V/def2-TZVPD) results for the ion C2H5N2S with charge +1 at a distorted geometry.

```
10
C2H5N2S wB97M-V/def2-TZVPD
C -0.204 -0.650 -1.061
C -0.016 -0.498 0.405
N -0.996 -0.297 -1.944
N 0.300 0.847 0.980
S 1.226 -1.485 -0.401
H -0.689 -0.998 1.324
H -0.773 -0.450 -2.941
H 1.133 1.311 0.579
H 0.545 0.909 2.093
H -0.526 1.310 0.967
```

Properties
Max |F| in eV/Å: 5.8
HOMO energy in eV: -14.4
Molecular weight in g mol⁻¹: 89.143
Structure (SMILES): [H]/N=C1\S[C@H]1[NH3+]
LUMO level in eV: -4.3
Charge: +1
E_tot in Eh: -586.5555

=====

5.
DFT (wB97M-V/def2-TZVPD) results for a structure of composition C23H56AlO11P2Si at a distorted geometry.

```
94
C23H56AlO11P2Si wB97M-V/def2-TZVPD
C -0.972 -1.970 -2.806
C -1.191 -0.685 -3.569
O -0.941 -0.570 -4.751
O -1.720 0.327 -2.835
C -0.747 1.324 -2.423
C -1.469 2.614 -2.029
C -1.096 3.068 -0.608
Al -2.215 2.284 0.913
C -2.776 0.388 0.458
C -0.956 2.234 2.519
C -0.082 1.002 2.360
O 1.195 1.043 3.054
Si 2.461 1.793 2.320
C 2.462 3.659 2.520
C 3.993 1.167 3.246
C 2.672 1.365 0.496
H -1.875 -2.578 -2.854
H -0.154 -2.521 -3.265
H -0.731 -1.775 -1.763
H -0.105 1.504 -3.288
H -0.156 0.943 -1.586
H -2.541 2.455 -2.146
H -1.164 3.377 -2.754
H -1.137 4.158 -0.510
H -0.052 2.783 -0.404
H -3.567 3.157 1.191
H -3.780 0.350 0.024
H -2.099 -0.125 -0.233
H -2.807 -0.216 1.375
H -1.591 2.090 3.398
H -0.375 3.154 2.604
H -0.619 0.150 2.778
H 0.069 0.761 1.299
H 2.050 3.966 3.480
H 1.984 4.175 1.687
H 3.514 3.969 2.516
H 4.411 1.978 3.844
H 3.680 0.346 3.895
H 4.736 0.773 2.553
H 3.703 1.079 0.293
H 1.971 0.614 0.135
H 2.474 2.264 -0.095
O 2.482 -2.056 8.891
P 3.942 -2.170 8.932
O 4.464 -3.670 8.776
C 3.929 -4.495 7.734
C 4.452 -4.110 6.364
O 4.474 -1.900 10.420
C 3.571 -1.587 11.478
C 3.131 -2.834 12.218
O 5.027 -1.297 8.189
C 4.775 -0.455 7.034
C 3.465 0.299 7.082
H 2.838 -4.458 7.754
H 4.229 -5.514 7.979
H 4.040 -3.150 6.045
H 4.165 -4.855 5.621
H 5.539 -4.022 6.379
H 2.711 -1.035 11.099
H 4.113 -0.921 12.152
H 2.774 -3.591 11.519
H 2.331 -2.601 12.922
H 3.965 -3.266 12.773
H 4.835 -1.065 6.131
H 5.610 0.242 7.002
H 2.612 -0.376 7.040
H 3.400 0.972 6.227
H 3.379 0.885 7.999
O -4.935 1.100 -9.109
P -4.085 -0.070 -9.345
O -2.625 0.292 -9.866
C -1.886 1.314 -9.175
C -1.404 0.825 -7.826
O -4.602 -0.867 -10.640
C -5.736 -0.418 -11.375
C -5.331 0.500 -12.511
O -3.876 -1.336 -8.423
C -4.170 -1.394 -7.003
C -5.441 -0.674 -6.607
H -2.501 2.210 -9.066
H -1.047 1.568 -9.821
H -2.248 0.706 -7.143
H -0.713 1.529 -7.365
H -0.911 -0.142 -7.916
H -6.452 0.074 -10.716
H -6.218 -1.314 -11.768
H -4.673 1.291 -12.151
H -6.210 0.955 -12.970
H -4.788 -0.056 -13.277
H -3.314 -1.008 -6.445
H -4.249 -2.454 -6.771
H -5.359 0.400 -6.767
H -5.644 -0.840 -5.549
H -6.290 -1.034 -7.191
```

Properties
Max |F| in eV/Å: 3.0
HOMO energy in eV: -4.9
Molecular weight in g mol⁻¹: 625.706
LUMO level in eV: 2.3
Charge: -1
E_tot in Eh: -2952.5325

=====

6.
DFT (wB97M-V/def2-TZVPD) results for the molecule C4H6IN2P at a distorted geometry.

```
14
C4H6IN2P wB97M-V/def2-TZVPD
C 0.570 -0.869 0.835
C 0.947 -1.188 -0.422
C -0.195 0.349 0.770
C -0.668 1.058 2.027
N -0.305 0.718 -0.503
N 0.408 -0.224 -1.177
P 0.563 -0.052 -2.833
I -1.432 -1.034 -3.685
H 0.839 -1.502 1.723
H 1.405 -2.041 -0.855
H 0.323 1.465 2.567
H -1.292 1.804 1.723
H -1.268 0.228 2.567
H 0.106 1.287 -2.739
```

Properties
Max |F| in eV/Å: 4.0
HOMO energy in eV: -9.0
Molecular weight in g mol⁻¹: 239.984
Structure (SMILES): Cc1ccn(PI)n1
LUMO level in eV: 0.3
E_tot in Eh: -904.5544

=====

7.
DFT (wB97M-V/def2-TZVPD) results for a cluster of 2 separate species, C3H9NS in total.

```
14
C3H9NS wB97M-V/def2-TZVPD
C -0.196 1.295 -0.772
C 0.791 1.536 0.089
N -1.540 1.151 -0.443
H 0.043 1.249 -1.824
H 1.822 1.661 -0.215
H 0.683 1.491 1.166
H -1.783 1.671 0.395
H -2.147 1.428 -1.222
H -1.293 -0.878 0.734
C 0.867 -2.101 0.366
S -0.842 -2.121 0.986
H 1.090 -1.184 -0.175
H 1.540 -2.241 1.210
H 0.966 -2.956 -0.295
```

Properties
Max |F| in eV/Å: 0.9
HOMO energy (alpha / beta) in eV: 1.2 / -4.8
Molecular weight in g mol⁻¹: 91.179
LUMO level (alpha / beta) in eV: 3.6 / 3.7
Charge: -1
E_tot in Eh: -572.5597
2S+1: 2

=====

8.
DFT (wB97M-V/def2-TZVPD) results for the molecule C20H26N4O3.

```
53
C20H26N4O3 wB97M-V/def2-TZVPD
C -0.093 -2.507 -2.892
C 1.066 -3.245 -2.235
H 2.013 -2.883 -2.640
C 1.060 -3.117 -0.708
N 1.113 -1.755 -0.200
C -0.049 -1.197 0.239
N -1.156 -1.879 -0.016
C -2.359 -1.372 0.291
C -3.536 -2.083 -0.017
C -4.753 -1.506 0.223
C -4.851 -0.222 0.784
C -3.726 0.480 1.122
C -2.465 -0.092 0.892
N -1.335 0.515 1.312
C -0.172 0.003 1.033
C 0.953 0.744 1.740
C 1.914 -0.144 2.341
N 2.644 -0.875 2.829
C 1.598 1.817 0.852
O 2.660 2.337 1.052
O 0.774 2.120 -0.146
C 1.153 3.190 -1.013
C 0.112 3.309 -2.130
O -1.058 3.978 -1.748
C -1.945 3.215 -0.958
H -2.238 2.294 -1.475
H -1.513 2.948 0.010
H -2.823 3.839 -0.806
H 0.541 3.907 -2.938
H -0.121 2.302 -2.506
H 1.201 4.120 -0.438
H 2.144 2.981 -1.428
H 0.471 1.309 2.553
H -3.777 1.464 1.561
H -5.828 0.206 0.953
H -5.659 -2.040 -0.025
H -3.447 -3.062 -0.461
C 2.278 -0.991 -0.594
H 2.276 -0.866 -1.687
C 3.609 -1.619 -0.170
C 4.742 -0.615 -0.343
H 4.578 0.258 0.286
H 4.812 -0.287 -1.379
H 5.690 -1.065 -0.061
H 3.817 -2.504 -0.772
H 3.548 -1.919 0.877
H 2.223 0.006 -0.168
H 1.918 -3.655 -0.296
H 0.144 -3.562 -0.319
H 0.999 -4.309 -2.471
H -0.089 -2.674 -3.967
H -0.023 -1.436 -2.713
H -1.038 -2.853 -2.485
```

Properties
Max |F| in eV/Å: 1.0
HOMO energy in eV: -8.1
Molecular weight in g mol⁻¹: 370.453
Structure (SMILES): CCCN(CCC)c1nc2ccccc2nc1[C@@H](C#N)C(=O)OCCOC
LUMO level in eV: -0.2
E_tot in Eh: -1222.4439

=====

Number 4 is which compound? C2H5N2S